# C36H26Br2CuN3OP

C36H26Br2CuN3OP as an isolated structure (wB97M-V/def2-TZVPD, the Open Molecules 2025 dataset).

As for the LUMO energy (alpha / beta): -0.025 / -0.375 eV. Its expectation value of S² is 0.7568. The value obtained for the energy relative to the best compared isomer or geometry (same formula, charge and spin) is 40.9 kJ/mol. The gap between HOMO and LUMO (alpha / beta) comes out at 7.29 / 6.96 eV. The maximum force is 1.00 eV Å⁻¹.

```
! RIJCOSX wB97M-V def2-TZVPD def2/J DEFGRID3
* xyz 0 2
Cu -0.2275 -0.2562 0.1719
C -3.5151 2.3745 -5.2751
C -2.1415 2.4952 -5.4033
C -1.2969 1.9139 -4.4739
C -1.8241 1.1937 -3.4057
C -3.2076 1.0808 -3.2803
C -4.0472 1.6653 -4.2105
P -0.7943 0.3708 -2.1200
C 0.8593 1.0258 -2.5064
C 1.0666 2.3854 -2.2730
C 2.3160 2.9386 -2.4702
C 3.3638 2.1444 -2.9081
C 3.1587 0.7966 -3.1482
C 1.9125 0.2300 -2.9398
C -0.7752 -1.3465 -2.7443
C -1.0355 -1.6564 -4.0586
C -1.0184 -2.9882 -4.4916
C -0.7458 -3.9964 -3.6112
C -0.4985 -3.7212 -2.2527
C -0.2370 -4.7594 -1.3360
C -0.0441 -4.4813 -0.0148
C -0.1012 -3.1512 0.4364
C -0.3046 -2.0986 -0.4191
C -0.5173 -2.3719 -1.7935
H -4.1692 2.8268 -6.0062
H -1.7235 3.0460 -6.2339
H -0.2270 2.0104 -4.5906
H -3.6216 0.5208 -2.4526
H -5.1187 1.5747 -4.1053
H 0.2465 2.9984 -1.9270
H 2.4732 3.9909 -2.2879
H 4.3399 2.5782 -3.0661
H 3.9714 0.1840 -3.5086
H 1.7573 -0.8265 -3.1135
H -1.2500 -0.8764 -4.7750
H -1.2160 -3.2106 -5.5279
H -0.7271 -5.0265 -3.9366
H -0.1976 -5.7784 -1.6982
H 0.1563 -5.2763 0.6907
H 0.0332 -2.9770 1.4933
Br 0.2971 4.6150 0.9145
C 0.8102 3.1847 2.0520
C 1.2820 3.4543 3.3261
C 1.7337 2.4329 4.1286
Br 2.2729 2.8544 5.9116
C 1.8102 1.1156 3.6482
C 2.3707 0.0217 4.3385
C 2.4610 -1.1971 3.7186
C 1.9563 -1.3392 2.4176
N 1.3480 -0.3622 1.7878
C 1.2849 0.8546 2.3529
C 0.6912 1.8864 1.5427
O 0.1389 1.6115 0.4282
H 1.2719 4.4699 3.6934
H 2.7579 0.1621 5.3389
H 2.9130 -2.0396 4.2203
H 2.0496 -2.2725 1.8778
N -1.5399 -1.0672 3.0959
C -2.5231 -0.5336 2.3320
C -3.8713 -0.5919 2.7302
C -4.8161 0.0526 1.9653
C -4.4131 0.7589 0.8330
C -3.0747 0.7446 0.5060
N -2.1592 0.0936 1.2131
H -1.7689 -1.6941 3.8443
H -0.6088 -1.0843 2.7132
H -4.1445 -1.1359 3.6221
H -5.8611 0.0110 2.2386
H -5.1221 1.2989 0.2280
H -2.6940 1.2651 -0.3639
*
```